No. 1
A structure of composition C38H112Br6CuN18O8P6, computed with ωB97M-V/def2-TZVPD.

Last column: Löwdin spin population.
Positions of all 189 atoms, in Å:
Cu1 -1.34 1.54 0.95  0.76
O1 -2.13 3.18 1.18  0.07
H1 -1.68 3.67 0.43  0.00
O2 -0.39 -0.08 0.93  0.05
H2 0.20 -0.16 0.15  0.00
C1 2.28 -0.76 1.91  0.00
Br1 3.27 0.07 0.49  0.00
Br2 3.30 -0.47 3.56  0.00
Br3 1.99 -2.69 1.63  0.00
H3 1.29 -0.24 2.01  0.00
C2 6.52 -0.54 2.20  0.00
Br4 6.86 -1.08 4.00  0.00
Br5 7.20 -1.85 0.84  0.00
Br6 7.38 1.21 1.89  0.00
H4 5.43 -0.59 1.96  0.00
O3 -2.57 0.99 -1.22  0.01
P1 -3.65 -0.10 -1.20  0.00
N1 -3.31 -1.73 -1.33  0.00
C3 -3.54 -2.54 -2.55  0.00
C4 -2.34 -2.41 -0.42  0.00
N2 -4.70 0.26 -2.43  0.00
C5 -4.31 0.90 -3.63  0.00
C6 -6.15 0.09 -2.34  0.00
N3 -4.42 0.01 0.22  0.00
C7 -5.06 -1.20 0.79  0.00
C8 -4.91 1.40 0.60  0.00
H5 -3.88 -3.61 -2.35  0.00
H6 -2.59 -2.55 -3.06  0.00
H7 -4.34 -2.20 -3.22  0.00
H8 -2.77 -3.40 -0.21  0.00
H9 -2.26 -1.74 0.45  0.00
H10 -1.34 -2.51 -0.99  0.00
H11 -4.97 0.47 -4.40  0.00
H12 -4.51 2.00 -3.59  0.00
H13 -3.26 0.71 -3.89  0.00
H14 -6.48 -0.59 -3.20  0.00
H15 -6.37 -0.32 -1.36  0.00
H16 -6.68 1.07 -2.34  0.00
H17 -6.02 -0.91 1.28  0.00
H18 -5.31 -1.92 0.03  0.00
H19 -4.38 -1.73 1.58  0.00
H20 -5.17 1.45 1.65  0.00
H21 -5.84 1.62 0.10  0.00
H22 -4.18 2.12 0.43  0.00
O4 2.61 -6.99 -3.68  0.00
P2 1.59 -7.02 -2.60  0.00
N4 0.35 -5.93 -2.86  0.00
C9 0.15 -5.27 -4.11  0.00
C10 -0.82 -5.90 -1.97  0.00
N5 2.37 -6.69 -1.16  0.00
C11 3.79 -6.40 -1.19  0.00
C12 1.73 -6.71 0.15  0.00
N6 0.90 -8.51 -2.39  0.00
C13 1.87 -9.50 -1.81  0.00
C14 -0.03 -8.99 -3.43  0.00
H23 -0.07 -4.19 -4.06  0.00
H24 -0.50 -5.81 -4.79  0.00
H25 1.11 -5.25 -4.64  0.00
H26 -0.60 -6.49 -1.05  0.00
H27 -1.70 -6.37 -2.35  0.00
H28 -1.02 -4.87 -1.58  0.00
H29 4.33 -7.24 -0.78  0.00
H30 4.07 -6.12 -2.23  0.00
H31 4.04 -5.55 -0.48  0.00
H32 0.87 -7.39 0.22  0.00
H33 2.61 -7.07 0.75  0.00
H34 1.47 -5.68 0.42  0.00
H35 2.79 -9.05 -1.55  0.00
H36 1.45 -10.05 -1.04  0.00
H37 2.07 -10.28 -2.61  0.00
H38 -1.08 -8.91 -3.17  0.00
H39 0.18 -10.04 -3.58  0.00
H40 0.04 -8.48 -4.38  0.00
O5 6.80 -3.47 -2.45  0.00
P3 5.83 -3.33 -3.53  0.00
N7 4.39 -2.79 -3.02  0.00
C15 3.22 -2.36 -3.88  0.00
C16 4.04 -3.15 -1.67  0.00
N8 5.79 -4.78 -4.25  0.00
C17 6.50 -5.97 -3.95  0.00
C18 4.83 -4.97 -5.28  0.00
N9 6.21 -2.19 -4.73  0.00
C19 7.02 -2.59 -5.86  0.00
C20 6.30 -0.80 -4.32  0.00
H41 3.45 -1.73 -4.73  0.00
H42 2.61 -1.64 -3.27  0.00
H43 2.57 -3.26 -4.12  0.00
H44 3.06 -3.77 -1.69  0.00
H45 3.83 -2.26 -1.06  0.00
H46 4.82 -3.71 -1.22  0.00
H47 6.82 -6.55 -4.86  0.00
H48 7.36 -5.72 -3.37  0.00
H49 5.85 -6.61 -3.40  0.00
H50 3.95 -5.62 -5.00  0.00
H51 4.56 -3.97 -5.71  0.00
H52 5.22 -5.48 -6.16  0.00
H53 6.99 -3.67 -5.94  0.00
H54 6.67 -2.09 -6.75  0.00
H55 8.06 -2.33 -5.76  0.00
H56 5.96 -0.74 -3.31  0.00
H57 5.85 0.02 -4.95  0.00
H58 7.37 -0.53 -4.36  0.00
O6 -2.53 0.83 2.69  0.04
P4 -2.05 0.55 4.08  0.00
N10 -3.15 1.19 5.13  0.00
C21 -4.53 1.13 4.73  0.00
C22 -2.88 1.33 6.54  0.00
N11 -0.55 1.23 4.29  0.00
C23 -0.25 2.56 3.88  0.00
C24 0.29 0.98 5.42  0.00
N12 -1.79 -1.07 4.46  0.00
C25 -2.89 -1.95 4.86  0.00
C26 -0.75 -1.77 3.75  0.00
H59 -5.08 0.27 5.08  0.00
H60 -4.66 1.26 3.68  0.00
H61 -5.03 2.01 5.16  0.00
H62 -3.79 1.16 7.08  0.00
H63 -2.44 2.23 6.92  0.00
H64 -2.14 0.59 6.83  0.00
H65 -0.84 2.85 3.00  0.00
H66 -0.50 3.27 4.71  0.00
H67 0.85 2.50 3.57  0.00
H68 0.06 0.01 5.88  0.00
H69 1.28 1.03 5.04  0.00
H70 0.06 1.70 6.19  0.00
H71 -3.55 -1.45 5.53  0.00
H72 -3.54 -2.25 3.96  0.00
H73 -2.47 -2.89 5.32  0.00
H74 -1.11 -2.00 2.75  0.00
H75 -0.52 -2.71 4.33  0.00
H76 0.17 -1.26 3.83  0.00
O7 0.09 2.42 -0.42  0.04
P5 0.47 3.23 -1.63  0.00
N13 2.04 3.82 -1.35  0.00
C27 2.49 4.06 0.02  0.00
C28 2.84 4.40 -2.35  0.00
N14 -0.39 4.53 -2.03  0.00
C29 -0.26 5.64 -1.08  0.00
C30 -1.70 4.23 -2.60  0.00
N15 0.35 2.35 -3.00  0.00
C31 0.28 2.80 -4.38  0.00
C32 0.40 0.89 -2.85  0.00
H77 1.87 3.42 0.63  0.00
H78 2.27 5.10 0.30  0.00
H79 3.55 3.94 0.24  0.00
H80 2.45 4.03 -3.30  0.00
H81 3.78 4.04 -2.23  0.00
H82 2.76 5.50 -2.36  0.00
H83 -1.09 6.31 -1.32  0.00
H84 -0.37 5.33 -0.02  0.00
H85 0.69 6.21 -1.13  0.00
H86 -2.43 4.93 -2.22  0.00
H87 -1.66 4.26 -3.68  0.00
H88 -2.07 3.20 -2.28  0.00
H89 -0.84 2.64 -4.68  0.00
H90 0.50 3.85 -4.49  0.00
H91 0.97 2.28 -5.04  0.00
H92 0.55 0.62 -1.79  0.00
H93 1.16 0.49 -3.54  0.00
H94 -0.57 0.51 -3.14  0.00
O8 -2.08 6.01 5.89  0.00
P6 -2.15 6.73 4.62  0.00
N16 -2.90 5.63 3.53  0.00
C33 -3.80 6.10 2.45  0.00
C34 -3.21 4.28 4.11  0.00
N17 -0.75 7.36 3.94  0.00
C35 0.13 8.03 4.86  0.00
C36 0.02 6.40 3.11  0.00
N18 -3.06 8.11 4.65  0.00
C37 -3.29 9.03 3.53  0.00
C38 -4.21 8.06 5.51  0.00
H95 -3.86 5.27 1.79  0.00
H96 -3.34 6.95 1.98  0.00
H97 -4.74 6.47 2.88  0.00
H98 -2.34 3.82 4.52  0.00
H99 -3.58 3.76 3.22  0.00
H100 -3.91 4.34 4.96  0.00
H101 1.08 8.27 4.35  0.00
H102 -0.42 8.93 5.26  0.00
H103 0.37 7.34 5.71  0.00
H104 0.45 5.74 3.80  0.00
H105 -0.58 5.89 2.39  0.00
H106 0.70 6.89 2.46  0.00
H107 -4.15 8.79 2.85  0.00
H108 -3.49 10.03 3.96  0.00
H109 -2.49 9.12 2.80  0.00
H110 -5.08 7.78 4.90  0.00
H111 -4.47 9.10 5.73  0.00
H112 -4.04 7.34 6.31  0.00

Properties
total energy = -22235.45228 Ha
expectation value of S² = 0.75
spin multiplicity = 2

=====

No. 2
A structure of composition C38H114Mg3O27P2, computed with ωB97M-V/def2-TZVPD.

Last column: Mulliken charge in e.
Positions of all 184 atoms, in Å:
Mg1 -22.90 12.95 3.60  2.22
Mg2 -22.82 14.30 0.18  2.43
Mg3 -21.36 15.83 2.79  0.93
P1 -24.19 15.31 3.11  1.55
O1 -23.04 15.05 4.14  -1.07
O2 -25.22 16.34 3.35  -1.04
O3 -24.88 13.89 2.99  -2.23
O4 -23.21 15.68 1.86  0.08
P2 -20.56 13.38 1.39  -0.08
O5 -20.11 14.29 2.64  -0.93
O6 -22.04 12.92 1.65  -1.74
O7 -19.62 12.17 1.41  0.17
O8 -20.71 14.25 0.08  -0.12
C1 -24.42 9.05 4.00  -1.45
C2 -24.62 10.49 3.60  -0.14
O9 -23.35 11.02 3.20  1.12
H1 -24.30 8.42 3.09  0.23
H2 -25.21 8.67 4.65  0.47
H3 -23.59 9.05 4.68  0.19
H4 -24.79 11.08 4.51  0.28
H5 -25.45 10.74 2.94  0.42
H6 -22.95 10.52 2.41  -0.59
C3 -24.88 20.00 5.18  -1.38
C4 -25.11 18.55 5.39  -0.17
O10 -23.91 17.83 5.07  -0.37
H7 -25.75 20.63 5.33  0.36
H8 -24.58 20.26 4.18  0.23
H9 -24.08 20.39 5.79  0.33
H10 -25.99 18.21 4.86  0.26
H11 -25.22 18.39 6.49  0.27
H12 -24.24 17.18 4.38  -0.17
C5 -19.29 19.31 0.28  -1.38
C6 -19.64 18.63 1.50  -0.11
O11 -20.32 17.37 1.17  0.66
H13 -19.22 20.38 0.59  0.41
H14 -20.02 19.29 -0.49  0.20
H15 -18.32 19.00 -0.08  0.26
H16 -20.45 19.15 2.07  0.29
H17 -18.77 18.53 2.15  0.30
H18 -19.74 16.89 0.60  -0.38
C7 -20.73 16.25 6.67  -0.62
C8 -20.72 17.34 5.55  -0.63
O12 -21.23 17.09 4.21  0.43
H19 -21.77 16.12 6.99  0.33
H20 -20.09 16.60 7.50  0.44
H21 -20.34 15.29 6.28  -0.45
H22 -19.72 17.66 5.35  0.48
H23 -21.26 18.18 5.97  0.53
H24 -22.09 17.51 4.19  -0.07
C9 -26.38 15.29 6.35  -0.74
C10 -26.39 13.80 5.90  0.58
O13 -25.52 12.91 6.69  -0.51
H25 -25.39 15.59 6.66  0.17
H26 -27.18 15.56 7.12  0.40
H27 -26.58 15.82 5.41  0.05
H28 -25.92 13.79 4.91  -0.58
H29 -27.42 13.46 5.87  0.40
H30 -25.72 12.82 7.63  0.23
C11 -21.01 8.60 -3.81  -1.14
C12 -21.73 8.17 -2.51  1.17
O14 -20.91 7.56 -1.53  -0.44
H31 -20.43 7.78 -4.32  0.38
H32 -20.29 9.39 -3.52  0.24
H33 -21.73 9.08 -4.53  0.30
H34 -22.52 7.54 -2.79  0.23
H35 -22.08 9.08 -2.00  -0.85
H36 -20.34 6.88 -1.90  0.24
C13 -15.43 10.51 6.93  -1.42
C14 -16.26 11.44 6.02  0.64
O15 -17.49 11.74 6.67  -0.63
H37 -15.10 11.11 7.78  0.32
H38 -14.54 10.24 6.35  0.36
H39 -16.08 9.69 7.16  0.38
H40 -16.42 10.97 5.04  -0.16
H41 -15.63 12.32 5.90  0.13
H42 -17.99 12.35 6.12  0.20
C15 -25.38 10.29 -1.03  -1.60
C16 -24.32 10.08 -0.01  1.15
O16 -23.05 10.41 -0.57  0.17
H43 -25.07 9.65 -1.87  0.34
H44 -25.23 11.30 -1.36  0.13
H45 -26.34 10.07 -0.70  0.48
H46 -24.37 8.97 0.23  0.11
H47 -24.56 10.66 0.88  -0.48
H48 -22.46 10.32 0.21  -0.18
C17 -16.94 8.84 1.51  -1.69
C18 -17.40 10.25 1.71  0.89
O17 -17.27 11.18 0.58  -0.56
H49 -17.61 8.33 0.80  0.22
H50 -16.89 8.31 2.45  0.41
H51 -15.96 8.85 1.15  0.52
H52 -16.82 10.70 2.50  0.16
H53 -18.46 10.28 2.01  -0.45
H54 -18.11 11.73 0.69  0.61
C19 -26.16 14.54 -1.69  -0.83
C20 -26.23 13.94 -0.30  -0.55
O18 -24.90 13.72 0.31  0.35
H55 -25.45 15.38 -1.63  0.04
H56 -27.11 14.88 -2.06  0.50
H57 -25.80 13.74 -2.36  0.11
H58 -26.70 12.93 -0.37  0.28
H59 -26.84 14.53 0.35  0.59
H60 -25.02 13.65 1.30  -0.47
C21 -24.26 20.30 0.29  -1.55
C22 -24.25 19.22 1.35  0.47
O19 -24.61 17.91 0.82  -0.65
H61 -24.16 21.22 0.79  0.45
H62 -25.14 20.17 -0.34  0.33
H63 -23.45 20.16 -0.37  0.30
H64 -24.98 19.45 2.15  0.16
H65 -23.30 19.17 1.84  -0.06
H66 -24.59 17.23 1.53  -0.17
C23 -20.51 10.19 5.20  -0.56
C24 -21.26 11.48 5.67  -0.62
O20 -21.21 12.60 4.71  1.22
H67 -19.41 10.33 5.41  0.07
H68 -20.66 10.14 4.12  -0.04
H69 -20.81 9.31 5.79  0.49
H70 -20.90 11.88 6.60  0.66
H71 -22.30 11.13 5.71  0.10
H72 -20.37 13.11 4.76  -0.46
C25 -16.00 16.35 0.57  -1.46
C26 -17.07 15.26 0.46  1.64
O21 -18.19 15.67 -0.30  -0.59
H73 -15.22 16.08 1.33  0.37
H74 -16.36 17.33 0.86  0.29
H75 -15.41 16.51 -0.34  0.38
H76 -17.41 15.03 1.48  -0.91
H77 -16.64 14.33 0.07  -0.11
H78 -18.94 14.95 -0.32  -0.12
C27 -21.83 7.64 2.01  -1.39
C28 -20.80 8.70 1.62  0.03
O22 -21.37 10.02 1.61  0.57
H79 -21.37 6.63 1.88  0.44
H80 -22.57 7.61 1.19  0.23
H81 -22.25 7.74 3.00  0.18
H82 -20.38 8.41 0.65  0.10
H83 -20.02 8.67 2.34  0.60
H84 -20.67 10.71 1.73  -1.19
C29 -18.60 14.28 -4.23  -0.45
C30 -18.50 12.87 -4.67  -0.55
O23 -19.04 11.87 -3.77  -0.13
H85 -18.13 14.91 -4.98  0.41
H86 -18.01 14.27 -3.30  0.02
H87 -19.60 14.46 -3.97  0.04
H88 -17.45 12.56 -4.90  0.35
H89 -19.07 12.70 -5.61  0.26
H90 -18.30 11.59 -3.23  0.27
C31 -16.72 15.27 4.60  -1.07
C32 -18.11 15.01 5.06  0.35
O24 -18.59 13.67 4.77  0.68
H91 -16.36 16.23 4.99  0.42
H92 -16.61 15.29 3.51  0.07
H93 -16.16 14.46 4.97  0.14
H94 -18.80 15.76 4.59  -0.93
H95 -18.25 15.02 6.15  0.63
H96 -18.86 13.68 3.86  -0.49
C33 -21.87 11.98 -3.19  0.15
C34 -22.93 12.89 -2.68  -0.05
O25 -22.76 12.93 -1.25  0.93
H97 -22.06 10.92 -2.88  -0.76
H98 -20.95 12.29 -2.70  -0.13
H99 -21.74 11.91 -4.29  0.51
H100 -23.90 12.50 -2.95  0.32
H101 -22.88 13.92 -3.08  0.00
H102 -22.85 12.00 -0.84  -0.58
C35 -22.51 17.57 -3.22  -1.34
C36 -22.03 17.22 -1.86  0.56
O26 -22.92 16.13 -1.26  -0.27
H103 -22.83 16.65 -3.72  0.23
H104 -21.61 17.81 -3.79  0.47
H105 -23.28 18.36 -3.35  0.27
H106 -22.00 18.00 -1.07  -0.24
H107 -21.03 16.79 -1.83  -0.05
H108 -23.41 16.60 -0.58  -0.16
C37 -14.46 10.29 -2.17  -1.17
C38 -15.49 11.44 -2.28  -0.04
O27 -16.84 10.98 -2.23  -0.48
H109 -14.42 9.92 -1.17  0.23
H110 -13.50 10.65 -2.42  0.42
H111 -14.73 9.46 -2.86  0.27
H112 -15.40 11.92 -3.30  0.29
H113 -15.40 12.21 -1.53  0.09
H114 -17.17 10.87 -1.29  0.33

Properties
total energy = -4831.32061 Ha
spin multiplicity = 1